Entry from the OMol25 dataset: one molecule with the formula C4H9OP3 (ωB97M-V/def2-TZVPD).

Element x y z (Å)
C (2.03, -0.88, 0.55)
C (1.32, 0.36, -0.03)
C (0.49, 1.07, 0.97)
O (-0.47, 0.22, 1.57)
P (-1.44, -0.94, 0.88)
P (-3.51, -0.11, 0.90)
C (-2.50, -0.16, -0.38)
P (-2.15, 0.50, -2.13)
H (2.18, -1.67, -0.24)
H (3.07, -0.65, 0.97)
H (1.55, -1.28, 1.39)
H (0.77, 0.05, -0.91)
H (2.12, 0.96, -0.56)
H (1.01, 1.30, 1.87)
H (-0.12, 1.91, 0.67)
H (-3.01, -0.05, -3.30)
H (-1.34, -0.62, -2.23)

Summary:
- energy (a.u.) = -1257.00905
- SMILES = CCCOP1#P=C1P
- net charge = 0
- HOMO (eV) = -8.6
- energy above the lowest of the compared OMol25 structures with the same formula, charge and spin (eV) = 0.365
- HOMO-LUMO gap (eV) = 8.4
- F_max (eV/A) = 2.8
- molar mass (g mol⁻¹) = 166.0

---

Entry from the OMol25 dataset: one molecule with the formula C4H9OPS (ωB97M-V/def2-TZVPD).

Element x y z (Å)
O (-3.29, 0.60, -0.55)
S (-1.89, 0.33, 0.49)
P (-1.31, -1.64, -0.22)
C (0.42, -1.54, 0.47)
C (1.28, -0.37, -0.01)
C (0.75, 1.01, 0.39)
C (-0.57, 1.34, -0.28)
H (-0.98, -1.19, -1.50)
H (0.91, -2.47, 0.21)
H (0.34, -1.52, 1.56)
H (1.38, -0.41, -1.10)
H (2.28, -0.49, 0.41)
H (0.61, 1.05, 1.48)
H (1.49, 1.77, 0.13)
H (-0.87, 2.38, -0.11)
H (-0.56, 1.15, -1.36)

Summary:
- energy (a.u.) = -972.51970
- SMILES = O=S1#[PH]CCCC1
- net charge = 0
- HOMO (eV) = -8.8
- energy above the lowest of the compared OMol25 structures with the same formula, charge and spin (eV) = 2.844
- HOMO-LUMO gap (eV) = 9.2
- F_max (eV/A) = 5.6
- molar mass (g mol⁻¹) = 136.2

---

Entry from the OMol25 dataset: an isolated ion of composition C4H9OS and charge -1 (ωB97M-V/def2-TZVPD).

Element x y z (Å)
O (-0.70, -3.00, 1.15)
C (-0.51, -1.70, 1.16)
C (-0.05, -1.05, -0.20)
C (0.55, 0.33, 0.02)
C (0.39, 1.31, -1.15)
S (0.05, 3.04, -0.67)
H (0.25, -1.34, 1.91)
H (-1.43, -1.07, 1.41)
H (0.67, -1.72, -0.69)
H (-0.93, -1.02, -0.86)
H (0.09, 0.76, 0.92)
H (1.60, 0.24, 0.25)
H (-0.41, 1.01, -1.82)
H (1.32, 1.42, -1.70)
H (-0.89, 2.78, 0.26)

Summary:
- energy (a.u.) = -631.20937
- SMILES = [O-]CCCCS
- net charge = -1
- HOMO (eV) = -2.3
- energy above the lowest of the compared OMol25 structures with the same formula, charge and spin (eV) = 1.299
- HOMO-LUMO gap (eV) = 5.4
- F_max (eV/A) = 0.6
- molar mass (g mol⁻¹) = 105.2

---

Entry from the OMol25 dataset: a 2-piece molecular cluster, C4H9OS overall (ωB97M-V/def2-TZVPD).

Element x y z (Å)
C (-2.16, 0.98, 2.23)
S (-1.43, 0.10, 0.82)
H (-1.70, 1.96, 2.39)
H (-3.24, 1.15, 2.11)
H (-2.04, 0.42, 3.16)
O (0.98, 1.35, -1.98)
C (0.29, 0.36, -1.89)
C (0.77, -0.94, -1.30)
C (1.86, -0.73, -0.25)
H (-0.72, 0.35, -2.32)
H (1.14, -1.51, -2.17)
H (-0.07, -1.49, -0.87)
H (2.78, -0.35, -0.69)
H (2.08, -1.65, 0.30)
H (1.47, 0.00, 0.47)

Summary:
- energy (a.u.) = -631.24695
- net charge = -1
- HOMO (eV) = -2.4
- energy above the lowest of the compared OMol25 structures with the same formula, charge and spin (eV) = 0.276
- HOMO-LUMO gap (eV) = 6.5
- F_max (eV/A) = 0.3
- molar mass (g mol⁻¹) = 105.2

---

Entry from the OMol25 dataset: a 2-piece molecular cluster, C4H9OS overall (ωB97M-V/def2-TZVPD).

Element x y z (Å)
O (1.05, 0.79, 2.16)
C (0.70, 0.81, 1.02)
C (1.62, 1.15, -0.16)
C (1.38, 0.35, -1.43)
H (-0.39, 0.85, 0.77)
H (2.61, 0.93, 0.25)
H (1.44, 2.22, -0.31)
H (1.86, -0.63, -1.40)
H (1.82, 0.88, -2.28)
H (0.32, 0.19, -1.66)
C (-2.59, -1.48, 0.63)
S (-0.82, -1.54, 0.29)
H (-2.81, -1.76, 1.66)
H (-3.09, -0.53, 0.44)
H (-3.09, -2.23, 0.02)

Summary:
- energy (a.u.) = -631.15304
- <S²> = 0.7537
- net charge = 0
- HOMO (alpha / beta) (eV) = -9.2 / -8.9
- spin multiplicity = 2
- energy above the lowest of the compared OMol25 structures with the same formula, charge and spin (eV) = 0.307
- HOMO-LUMO gap (alpha / beta) (eV) = 10.0 / 7.0
- F_max (eV/A) = 1.9
- molar mass (g mol⁻¹) = 105.2

---

Entry from the OMol25 dataset: a 2-piece molecular cluster, C4H9OS2 overall (ωB97M-V/def2-TZVPD).

Element x y z (Å)
C (0.76, -0.45, 1.12)
C (-0.22, -1.47, 3.07)
O (0.12, -2.64, 3.14)
C (-0.16, 0.57, 0.85)
S (0.58, 1.44, -0.86)
S (-0.80, 1.79, -2.36)
C (-0.27, 0.71, -3.78)
H (1.78, -0.33, 1.48)
H (0.77, -1.48, 0.78)
H (-1.06, -0.90, 2.66)
H (0.35, -0.78, 3.77)
H (-1.26, 0.57, 0.77)
H (0.02, 1.47, 1.48)
H (0.38, 1.16, -4.52)
H (-1.23, 0.48, -4.25)
H (0.25, -0.14, -3.35)

Summary:
- energy (a.u.) = -1029.33584
- net charge = -1
- HOMO (eV) = -2.1
- energy above the lowest of the compared OMol25 structures with the same formula, charge and spin (eV) = 3.007
- HOMO-LUMO gap (eV) = 5.5
- F_max (eV/A) = 3.1
- molar mass (g mol⁻¹) = 137.2

---

Entry from the OMol25 dataset: a 2-piece molecular cluster, C4H9P overall (ωB97M-V/def2-TZVPD).

Element x y z (Å)
C (-0.69, -1.06, -1.26)
C (-1.17, -0.24, -0.39)
C (-1.64, 0.38, 0.62)
C (-1.59, 0.02, 2.10)
H (-1.27, -1.88, -1.49)
H (0.23, -0.77, -1.77)
H (-2.30, 1.30, 0.52)
H (-1.47, 0.89, 2.69)
H (-1.03, -0.78, 2.38)
H (-2.59, -0.36, 2.43)
P (3.27, 0.19, -1.15)
H (4.02, 1.33, -0.61)
H (3.89, -0.06, -2.39)
H (2.35, 1.04, -1.68)

Summary:
- energy (a.u.) = -499.03398
- SMILES = C=C=CC.P
- net charge = 0
- HOMO (eV) = -9.3
- energy above the lowest of the compared OMol25 structures with the same formula, charge and spin (eV) = 1.894
- HOMO-LUMO gap (eV) = 10.3
- F_max (eV/A) = 3.8
- molar mass (g mol⁻¹) = 88.1

---

Entry from the OMol25 dataset: a 2-piece molecular cluster, C4H9PS overall (ωB97M-V/def2-TZVPD).

Element x y z (Å)
C (-1.30, -1.64, -0.59)
C (-2.19, -0.46, -0.80)
C (-0.59, -1.56, 0.72)
C (1.97, 1.85, -0.49)
P (2.24, -0.36, 1.70)
S (2.99, 1.33, 0.92)
H (-3.11, -0.60, -1.42)
H (-1.58, 0.27, -1.33)
H (-2.56, -0.06, 0.12)
H (-0.37, -2.44, 1.19)
H (0.43, -1.25, 0.44)
H (-1.17, -0.90, 1.53)
H (1.44, 2.74, -0.17)
H (1.21, 0.99, -0.59)
H (2.62, 2.10, -1.23)

Summary:
- energy (a.u.) = -897.11580
- net charge = 0
- HOMO (alpha / beta) (eV) = -7.7 / -7.7
- energy above the lowest of the compared OMol25 structures with the same formula, charge and spin (eV) = 6.211
- HOMO-LUMO gap (alpha / beta) (eV) = 6.3 / 6.3
- F_max (eV/A) = 4.6
- molar mass (g mol⁻¹) = 120.2

---

Entry from the OMol25 dataset: a 2-piece molecular cluster, C4H9S overall (ωB97M-V/def2-TZVPD).

Element x y z (Å)
C (0.52, 0.08, -2.07)
S (1.29, -1.48, -1.47)
H (-0.04, 0.55, -1.27)
H (-0.16, -0.12, -2.90)
H (1.27, 0.79, -2.41)
C (-1.42, 2.04, 1.58)
C (-1.38, 0.62, 2.13)
C (-0.46, -0.23, 1.71)
H (-2.27, 2.12, 0.90)
H (-0.51, 2.28, 1.04)
H (-1.51, 2.74, 2.40)
H (-2.18, 0.43, 2.84)
H (-0.01, -1.09, 2.19)
H (0.00, -0.11, 0.73)

Summary:
- energy (a.u.) = -555.96168
- net charge = -1
- HOMO (eV) = -2.1
- energy above the lowest of the compared OMol25 structures with the same formula, charge and spin (eV) = 1.162
- HOMO-LUMO gap (eV) = 5.8
- F_max (eV/A) = 1.2
- molar mass (g mol⁻¹) = 89.2

---

Entry from the OMol25 dataset: a 2-piece molecular cluster, C4H9S overall (ωB97M-V/def2-TZVPD).

Element x y z (Å)
C (-0.82, -0.73, -1.81)
C (0.55, -0.16, -1.51)
C (0.75, 0.71, -0.52)
C (2.01, 0.92, 0.24)
H (-1.55, -0.19, -1.19)
H (-1.13, -0.65, -2.86)
H (-0.84, -1.76, -1.46)
H (1.40, -0.66, -1.98)
H (-0.15, 1.12, -0.08)
H (2.85, 0.35, -0.18)
H (2.28, 1.98, 0.29)
H (1.83, 0.55, 1.25)
S (-1.16, -0.30, 1.75)
H (-2.07, -0.43, 2.74)

Summary:
- energy (a.u.) = -555.99517
- net charge = -1
- HOMO (eV) = -2.6
- energy above the lowest of the compared OMol25 structures with the same formula, charge and spin (eV) = 0.250
- HOMO-LUMO gap (eV) = 6.8
- F_max (eV/A) = 0.7
- molar mass (g mol⁻¹) = 89.2

---

Entry from the OMol25 dataset: one molecule with the formula C4HClFN (ωB97M-V/def2-TZVPD).

Element x y z (Å)
N (0.04, 3.80, -0.25)
C (0.11, 2.48, -0.72)
C (-0.17, 1.12, -0.48)
C (-0.24, -0.04, -0.12)
C (-0.16, -1.41, 0.39)
F (-1.12, -2.30, -0.05)
Cl (1.51, -2.04, -0.16)
H (0.03, -1.61, 1.39)

Summary:
- energy (a.u.) = -767.63470
- SMILES = N#CC#C[C@@H](F)Cl
- net charge = 0
- HOMO (eV) = -10.7
- energy above the lowest of the compared OMol25 structures with the same formula, charge and spin (eV) = 3.129
- HOMO-LUMO gap (eV) = 9.3
- F_max (eV/A) = 14.0
- molar mass (g mol⁻¹) = 117.5

---

Entry from the OMol25 dataset: C4HClNO3S as an isolated structure (ωB97M-V/def2-TZVPD).

Element x y z (Å)
C (0.36, -0.82, -0.64)
C (-0.36, -1.73, -3.26)
C (1.45, 0.13, -2.58)
C (-1.01, -0.64, -0.61)
N (1.34, -0.37, -1.41)
O (-1.25, 0.58, 0.00)
O (1.91, 1.11, -2.99)
O (-1.89, -1.43, -0.66)
S (1.03, -1.33, -4.04)
Cl (-1.38, -2.70, -4.31)
H (-0.47, 1.24, -0.16)

Summary:
- energy (a.u.) = -1291.78496
- net charge = -1
- HOMO (eV) = -3.6
- energy above the lowest of the compared OMol25 structures with the same formula, charge and spin (eV) = 4.806
- HOMO-LUMO gap (eV) = 6.8
- F_max (eV/A) = 4.1
- molar mass (g mol⁻¹) = 178.6

---

Entry from the OMol25 dataset: C4HLiO4Tl as an isolated structure (ωB97M-V/def2-TZVPD).

Element x y z (Å)
O (3.37, 0.35, -1.74)
C (4.05, 1.01, -2.36)
C (0.06, 0.24, 1.60)
C (-0.68, -0.78, 1.88)
H (-0.65, -1.79, 2.28)
Tl (1.88, -0.96, -0.10)
O (-2.17, -0.33, 0.70)
C (-1.51, 0.56, 0.05)
O (-1.05, 0.21, -1.06)
O (-0.65, 1.20, 0.88)
Li (-2.66, 0.29, -2.12)

Summary:
- energy (a.u.) = -633.61053
- net charge = +1
- HOMO (alpha / beta) (eV) = -12.6 / -12.6
- energy above the lowest of the compared OMol25 structures with the same formula, charge and spin (eV) = 4.374
- HOMO-LUMO gap (alpha / beta) (eV) = 7.9 / 7.9
- F_max (eV/A) = 7.7
- molar mass (g mol⁻¹) = 324.4

---

Entry from the OMol25 dataset: one molecule with the formula C4HNO (ωB97M-V/def2-TZVPD).

Element x y z (Å)
N (-1.33, 1.85, 1.22)
C (-0.64, 1.09, 0.53)
C (0.13, 0.42, -0.25)
C (0.85, -0.39, -0.96)
C (1.20, -1.64, -1.10)
O (1.63, -2.69, -1.39)
H (-1.84, 1.36, 1.95)

Summary:
- energy (a.u.) = -282.87018
- SMILES = N=C=C=C=C=O
- net charge = 0
- HOMO (alpha / beta) (eV) = -8.3 / -8.3
- energy above the lowest of the compared OMol25 structures with the same formula, charge and spin (eV) = 1.280
- HOMO-LUMO gap (alpha / beta) (eV) = 6.4 / 6.4
- F_max (eV/A) = 1.0
- molar mass (g mol⁻¹) = 79.1

---

Entry from the OMol25 dataset: one molecule with the formula C4HNO2 (ωB97M-V/def2-TZVPD).

Element x y z (Å)
C (0.28, -2.25, 0.27)
C (0.52, -1.14, -0.02)
C (0.77, 0.26, -0.15)
O (1.70, 0.78, -0.65)
N (-0.48, 0.97, 0.39)
C (-1.09, 1.95, 0.10)
O (-1.89, 2.72, -0.19)
H (0.20, -3.28, 0.24)

Summary:
- energy (a.u.) = -358.17790
- SMILES = C#CC(=O)N=C=O
- net charge = 0
- HOMO (eV) = -11.1
- energy above the lowest of the compared OMol25 structures with the same formula, charge and spin (eV) = 0.177
- HOMO-LUMO gap (eV) = 10.7
- F_max (eV/A) = 3.7
- molar mass (g mol⁻¹) = 95.1

---

Entry from the OMol25 dataset: one molecule with the formula C4HNO2 (ωB97M-V/def2-TZVPD).

Element x y z (Å)
C (0.69, 1.53, 0.20)
C (-0.12, 1.38, 1.20)
C (-0.34, -0.87, -0.10)
C (-1.08, -1.94, 0.01)
N (0.36, -0.37, -1.05)
O (-1.76, -2.85, 0.33)
O (0.97, 0.74, -0.92)
H (1.26, 2.37, 0.34)

Summary:
- energy (a.u.) = -357.86627
- <S²> = 2.0329
- net charge = 0
- HOMO (alpha / beta) (eV) = -7.5 / -9.7
- spin multiplicity = 3
- energy above the lowest of the compared OMol25 structures with the same formula, charge and spin (eV) = 5.753
- HOMO-LUMO gap (alpha / beta) (eV) = 5.4 / 5.9
- F_max (eV/A) = 3.5
- molar mass (g mol⁻¹) = 95.1

---

Entry from the OMol25 dataset: C4HNO3 as an isolated structure (ωB97M-V/def2-TZVPD).

Element x y z (Å)
C (-1.62, 0.00, -0.51)
C (-0.44, 0.04, 0.58)
C (1.01, 0.49, 0.46)
C (1.90, -0.35, -0.41)
H (-2.85, -0.09, 0.15)
N (2.58, -0.41, -1.46)
O (-1.12, -0.16, -1.84)
O (-0.79, -0.73, 1.62)
O (1.32, 1.18, 1.40)

Summary:
- energy (a.u.) = -433.25685
- net charge = 0
- HOMO (eV) = -11.0
- energy above the lowest of the compared OMol25 structures with the same formula, charge and spin (eV) = 6.034
- HOMO-LUMO gap (eV) = 8.7
- F_max (eV/A) = 10.4
- molar mass (g mol⁻¹) = 111.1

---

Entry from the OMol25 dataset: C4HNOS2 as an isolated structure (ωB97M-V/def2-TZVPD).

Element x y z (Å)
C (-0.71, -0.49, -0.66)
C (1.08, 0.07, 0.48)
C (1.64, 0.80, 1.49)
C (-0.20, 0.44, 0.32)
H (2.66, 1.01, 2.05)
N (-0.56, 1.39, 1.17)
O (0.64, 1.65, 1.77)
S (-2.08, -0.81, -1.23)
S (1.16, -1.00, -0.91)

Summary:
- energy (a.u.) = -1079.24056
- net charge = 0
- HOMO (eV) = -9.1
- energy above the lowest of the compared OMol25 structures with the same formula, charge and spin (eV) = 0.876
- HOMO-LUMO gap (eV) = 7.9
- F_max (eV/A) = 4.1
- molar mass (g mol⁻¹) = 143.2

---

Entry from the OMol25 dataset: one molecule with the formula C4HNS (ωB97M-V/def2-TZVPD).

Element x y z (Å)
C (-2.18, -1.29, -0.05)
C (-1.08, -0.81, 0.04)
C (0.15, -0.06, 0.06)
S (1.65, -0.65, -0.03)
C (-0.15, 1.36, 0.12)
N (-0.53, 2.44, -0.09)
H (-3.14, -1.75, -0.03)

Summary:
- energy (a.u.) = -605.84862
- SMILES = C#CC(=S)C#N
- net charge = 0
- HOMO (eV) = -10.0
- energy above the lowest of the compared OMol25 structures with the same formula, charge and spin (eV) = 0.288
- HOMO-LUMO gap (eV) = 7.9
- F_max (eV/A) = 1.6
- molar mass (g mol⁻¹) = 95.1

---

Entry from the OMol25 dataset: one molecule with the formula C4HNS (ωB97M-V/def2-TZVPD).

Element x y z (Å)
C (1.25, 1.07, 0.77)
C (0.82, 0.24, -0.09)
C (0.03, -0.76, -0.48)
S (0.43, -1.97, -1.60)
C (-1.35, -0.50, -0.25)
N (-2.47, -0.01, -0.11)
H (1.29, 1.92, 1.76)

Summary:
- energy (a.u.) = -605.77763
- SMILES = C#CC(=S)C#N
- net charge = 0
- HOMO (eV) = -9.7
- energy above the lowest of the compared OMol25 structures with the same formula, charge and spin (eV) = 2.220
- HOMO-LUMO gap (eV) = 7.3
- F_max (eV/A) = 10.0
- molar mass (g mol⁻¹) = 95.1